An isolated molecule of C5H11N, computed with the ωB97M-V functional and the def2-TZVPD basis.

Each line ends with the Löwdin charge.
Cartesian coordinates (Å):
C 2.117 -0.119 0.437  -0.074
C 1.042 -0.031 -0.687  -0.379
C -0.089 1.037 -0.391  -0.105
C -0.776 -0.147 0.272  -0.424
C -2.294 -0.143 0.104  -0.084
N -0.014 -1.031 -0.651  0.010
H 1.672 -0.362 1.415  0.064
H 2.802 -0.885 0.116  0.054
H 2.762 0.826 0.601  0.102
H 1.590 0.075 -1.642  0.125
H 0.223 1.850 0.279  0.107
H -0.650 1.400 -1.250  0.106
H -0.459 -0.206 1.368  0.145
H -2.715 0.754 0.609  0.075
H -2.882 -0.980 0.579  0.075
H -2.604 -0.132 -0.984  0.090
H 0.274 -1.906 -0.174  0.115

## Properties
highest occupied orbital energy: -9.26 eV
largest force on an atom: 2.2 eV/A
SMILES string: C[C@@H]1C[C@@H](C)N1
ΔE to the lowest compared entry with this formula, charge and spin: 28.3 kcal/mol
frontier orbital gap: 10.423 eV
multiplicity: 1
E_LUMO: 1.16 eV
DFT total energy: -6852.3004 eV

=====

An isolated molecule of C5H11N, computed with the ωB97M-V functional and the def2-TZVPD basis.

Each line ends with the Löwdin charge.
Cartesian coordinates (Å):
C -1.759 0.895 0.439  -0.078
C -1.413 -0.427 -0.507  -0.189
N -0.040 -0.924 -0.557  -0.104
C 0.583 -1.304 0.703  -0.099
C 0.893 -0.008 0.049  -0.375
C 2.159 0.420 -0.630  -0.050
H -2.566 0.621 1.116  0.050
H -1.049 1.448 1.106  0.065
H -2.108 1.688 -0.233  0.058
H -2.053 -1.304 -0.273  0.108
H -1.649 -0.137 -1.543  0.098
H -0.025 -1.287 1.609  0.108
H 1.263 -2.153 0.627  0.104
H 0.329 0.808 0.490  0.078
H 2.744 1.024 0.071  0.074
H 1.917 1.053 -1.491  0.076
H 2.774 -0.413 -0.975  0.075

## Properties
highest occupied orbital energy: -8.98 eV
largest force on an atom: 1.3 eV/A
SMILES string: CCN1C[C@H]1C
ΔE to the lowest compared entry with this formula, charge and spin: 47.3 kcal/mol
frontier orbital gap: 10.097 eV
multiplicity: 1
E_LUMO: 1.11 eV
DFT total energy: -6851.4774 eV

=====

An isolated molecule of C5H11N, computed with the ωB97M-V functional and the def2-TZVPD basis.

Each line ends with the Löwdin charge.
Cartesian coordinates (Å):
C -1.821 0.999 -0.091  -0.103
C -1.433 -0.396 -0.575  -0.251
N 0.010 -0.664 -0.563  -0.088
C 0.567 -1.462 0.511  -0.118
C 0.873 -0.015 0.406  -0.365
C 2.183 0.522 -0.115  -0.058
H -1.794 1.078 1.001  0.067
H -1.141 1.752 -0.502  0.077
H -2.837 1.244 -0.415  0.071
H -1.967 -1.153 0.017  0.107
H -1.769 -0.521 -1.611  0.103
H -0.105 -1.765 1.317  0.107
H 1.300 -2.215 0.225  0.104
H 0.393 0.609 1.161  0.124
H 2.917 0.635 0.690  0.073
H 2.035 1.503 -0.582  0.072
H 2.591 -0.153 -0.874  0.078

## Properties
highest occupied orbital energy: -8.84 eV
largest force on an atom: 0.3 eV/A
SMILES string: CCN1C[C@H]1C
ΔE to the lowest compared entry with this formula, charge and spin: 29.9 kcal/mol
frontier orbital gap: 10.043 eV
multiplicity: 1
E_LUMO: 1.20 eV
DFT total energy: -6852.2322 eV

=====

An isolated molecule of C5H11N, computed with the ωB97M-V functional and the def2-TZVPD basis.

Each line ends with the Löwdin charge.
Cartesian coordinates (Å):
C -2.108 -0.661 -1.966  -0.122
C -1.347 0.416 -1.178  -0.277
C -0.066 -0.117 -0.590  -0.139
C 0.349 0.137 0.648  -0.184
N 1.490 -0.401 1.251  -0.101
C 2.158 0.378 2.274  -0.129
H -2.474 -1.459 -1.322  0.070
H -2.921 -0.223 -2.543  0.064
H -1.424 -1.122 -2.680  0.064
H -1.959 0.795 -0.352  0.101
H -1.165 1.248 -1.863  0.099
H 0.533 -0.763 -1.235  0.103
H -0.260 0.751 1.309  0.119
H 2.131 -0.793 0.575  0.112
H 1.968 -0.016 3.281  0.073
H 1.858 1.429 2.272  0.073
H 3.236 0.401 2.120  0.075

## Properties
highest occupied orbital energy: -7.76 eV
largest force on an atom: 0.6 eV/A
SMILES string: CC/C=C/NC
ΔE to the lowest compared entry with this formula, charge and spin: 19.3 kcal/mol
frontier orbital gap: 8.949 eV
multiplicity: 1
E_LUMO: 1.19 eV
DFT total energy: -6852.6923 eV

=====

A 2-piece molecular cluster, C5H11N overall, computed with the ωB97M-V functional and the def2-TZVPD basis.

Each line ends with the Löwdin charge.
Cartesian coordinates (Å):
C -0.023 -1.296 1.552  -0.102
C 1.250 -0.883 0.810  -0.285
N 0.902 0.072 -0.270  -0.124
C 1.761 1.293 -0.442  -0.019
C 0.639 1.488 0.130  -0.054
H 0.152 -2.147 2.222  0.069
H -0.400 -0.461 2.149  0.064
H -0.791 -1.588 0.831  0.069
H 2.014 -0.539 1.527  0.107
H 1.632 -1.744 0.262  0.102
H 2.726 1.579 -0.827  0.096
H -0.194 2.028 0.544  0.101
C -1.915 0.441 -1.700  -0.057
H -0.839 0.299 -1.568  -0.015
H -2.146 1.211 -2.436  0.014
H -2.369 0.724 -0.746  0.016
H -2.399 -0.477 -2.039  0.017

## Properties
highest occupied orbital energy: -8.22 eV
largest force on an atom: 0.5 eV/A
SMILES string: CCN1C=C1.C
ΔE to the lowest compared entry with this formula, charge and spin: 91.2 kcal/mol
frontier orbital gap: 9.384 eV
multiplicity: 1
E_LUMO: 1.16 eV
DFT total energy: -6849.5750 eV

=====

An isolated molecule of C5H11N, computed with the ωB97M-V functional and the def2-TZVPD basis.

Each line ends with the Löwdin charge.
Cartesian coordinates (Å):
C -0.979 1.872 0.277  -0.109
C -0.531 0.750 -0.602  -0.185
C 0.862 -1.082 -0.441  -0.175
C 2.132 -0.309 -0.285  -0.115
N -0.325 -0.520 -0.181  -0.257
C -1.358 -1.299 0.508  -0.027
H -1.558 1.538 1.143  0.065
H -1.587 2.588 -0.285  0.065
H -0.113 2.430 0.671  0.067
H 0.008 0.998 -1.508  0.102
H 0.884 -2.144 -0.663  0.098
H 2.868 -0.934 0.237  0.065
H 2.620 0.053 -1.201  0.064
H 1.937 0.574 0.340  0.073
H -2.263 -0.699 0.609  0.086
H -1.005 -1.640 1.484  0.090
H -1.592 -2.176 -0.104  0.092

## Properties
highest occupied orbital energy (spin up / spin down): -6.44 / -6.38 eV
largest force on an atom: 0.3 eV/A
ΔE to the lowest compared entry with this formula, charge and spin: 66.2 kcal/mol
frontier orbital gap (spin up / spin down): 7.459 / 7.345 eV
multiplicity: 1
E_LUMO (spin up / spin down): 1.02 / 0.96 eV
DFT total energy: -6850.6594 eV

=====

- Number 6 is which compound?
  C5H11N

=====

- What is the DFT total energy in the fifth record?
  -6849.5750 eV

=====

- The lowest DFT total energy belongs to which entry?
  number 4